The following is a quantum chemistry calculation of an isolated molecule of C3H11N3S, from OMol25.

XYZ file:
```
18
Properties=species:S:1:pos:R:3:forces:R:3
C 1.682 1.133 1.246 -0.064 2.209 -1.298
C 2.274 0.281 0.129 -2.464 -0.247 0.522
S 1.454 -1.356 0.118 0.301 -0.078 -0.329
N 0.171 -0.968 -0.890 -0.486 4.383 2.933
N -1.153 -0.403 0.038 2.566 -0.919 -0.431
C -1.933 0.236 -1.008 -1.812 -1.947 1.260
N -1.776 -1.542 0.538 -2.194 -1.083 0.201
H 0.669 1.561 0.968 0.947 -1.077 0.476
H 1.705 0.746 2.238 -0.058 -0.459 0.621
H 2.321 2.028 1.186 -0.067 0.106 0.621
H 3.335 0.149 0.239 0.397 0.058 -0.341
H 1.867 0.809 -0.751 1.105 -0.655 -0.290
H -0.148 -1.723 -1.369 -1.370 -2.986 -1.491
H -2.252 -0.692 -1.498 -0.489 0.842 -1.582
H -2.832 0.723 -0.612 0.074 -0.294 0.405
H -1.455 0.998 -1.558 1.130 0.165 -0.754
H -2.770 -1.887 0.200 2.821 1.385 0.660
H -1.574 -1.750 1.531 -0.336 0.596 -1.182
```
Forces are in eV/Å.

Properties
- HOMO (eV) = -7.798
- energy above the lowest of the compared OMol25 structures with the same formula, charge and spin (kJ/mol) = 406.9
- structure (SMILES) = CCSNN(C)N
- E_LUMO (eV) = 0.974
- E_tot (a.u.) = -683.21046
- total charge = 0
- gap between HOMO and LUMO (hartree) = 0.3224

The following is a quantum chemistry calculation of C9H32BF4O7Ti as an isolated structure, from OMol25.

XYZ file:
```
54
Properties=species:S:1:pos:R:3:forces:R:3
Ti 2.204 2.761 1.893 -0.594 -0.667 -0.587
B -0.228 0.751 -0.270 -2.176 -0.233 -0.099
F -1.009 -0.361 -0.072 -0.206 -1.601 -0.191
F -0.548 1.330 -1.467 0.279 0.451 -1.621
F -0.611 1.618 0.718 -0.068 2.286 2.255
F 1.091 0.523 -0.118 2.835 -0.371 0.088
C -4.957 2.656 -0.510 0.459 0.491 -0.384
O -4.634 2.502 0.864 -0.769 -0.352 0.059
H -4.331 3.489 -0.829 0.011 -0.161 -0.868
H -4.802 1.743 -1.086 0.476 -0.035 -0.034
H -5.982 2.929 -0.759 -0.221 0.110 0.971
H -3.706 2.255 0.854 0.136 -0.092 0.243
C 4.832 -2.190 2.095 0.596 0.523 -0.259
O 5.811 -3.113 1.626 -0.419 -0.533 0.318
H 5.144 -1.735 3.035 0.168 0.112 0.121
H 4.727 -1.404 1.347 -0.394 0.157 0.102
H 3.861 -2.642 2.295 0.206 -0.412 -0.384
H 6.456 -2.674 1.067 -0.176 0.158 0.103
C -3.578 2.026 -5.989 -0.064 1.068 -0.081
O -4.211 3.306 -6.116 -0.245 -0.058 -0.051
H -2.578 2.198 -6.387 0.049 -0.420 0.194
H -3.561 1.789 -4.925 0.309 -0.571 -0.148
H -4.101 1.286 -6.596 0.078 -0.238 0.170
H -5.018 3.252 -5.599 -0.109 0.206 -0.068
C 3.881 3.158 -2.006 0.820 -0.974 0.753
O 2.786 3.714 -1.310 -0.341 0.453 0.302
H 3.830 2.077 -1.874 0.087 -0.227 -0.498
H 4.000 3.419 -3.058 -0.431 0.197 0.028
H 4.791 3.440 -1.477 -0.025 0.338 -0.081
H 1.991 3.302 -1.655 -0.307 -0.009 -0.085
C 2.590 0.045 5.624 -0.228 -1.319 0.292
O 1.845 0.471 4.512 -0.134 1.308 -0.885
H 2.405 0.570 6.561 -0.103 0.557 -0.225
H 2.274 -0.980 5.821 0.488 -0.240 0.193
H 3.651 0.064 5.375 -0.045 0.037 0.079
H 1.073 -0.078 4.357 -0.049 -0.139 0.216
C 0.999 -1.846 -3.941 0.214 -0.170 -0.598
C -0.248 -1.320 -4.631 0.506 0.354 0.939
O -1.342 -1.489 -3.760 -0.897 -0.465 -0.536
H 0.996 -2.932 -4.028 0.186 -0.039 0.075
H 1.042 -1.610 -2.878 -0.059 0.289 -0.068
H 1.874 -1.442 -4.452 0.267 -0.145 0.132
H -0.378 -1.862 -5.568 -0.499 -0.079 0.136
H -0.160 -0.262 -4.879 0.195 0.196 -0.120
H -1.165 -1.005 -2.950 0.058 0.159 0.152
C -1.515 -3.736 5.261 0.044 0.159 -0.213
C -2.318 -2.871 4.292 0.228 -0.335 0.088
O -1.555 -1.768 3.851 0.600 0.486 0.310
H -2.184 -4.503 5.652 0.166 -0.212 -0.066
H -1.109 -3.204 6.121 -0.262 0.381 -0.030
H -0.647 -4.177 4.771 -0.157 -0.220 -0.129
H -3.231 -2.550 4.792 -0.167 0.176 -0.030
H -2.587 -3.457 3.413 -0.195 -0.276 0.095
H -1.856 -1.461 2.993 -0.121 -0.057 -0.074
```
Forces are in eV/Å.

Properties
- HOMO (alpha / beta) (eV) = -8.477 / -9.492
- 2S+1 = 4
- energy above the lowest of the compared OMol25 structures with the same formula, charge and spin (kJ/mol) = 39.6
- ⟨S²⟩ = 3.7506
- E_LUMO (alpha / beta) (eV) = -1.650 / -1.548
- E_tot (a.u.) = -2162.50898
- total charge = 0
- gap between HOMO and LUMO (alpha / beta) (hartree) = 0.2509 / 0.2919

The following is a quantum chemistry calculation of a 2-piece molecular cluster, C9H16N2O2 overall, from OMol25.

XYZ file:
```
29
Properties=species:S:1:pos:R:3:forces:R:3
O 2.222 2.181 -1.341 2.870 -2.156 3.878
C 2.854 1.380 -0.546 -3.090 -0.134 -4.977
C 3.147 1.381 0.864 3.839 -6.244 -0.472
C 3.952 0.196 1.389 -3.411 3.295 -2.501
N 4.055 -0.973 0.673 2.150 0.719 2.911
C 3.563 -1.025 -0.539 -3.066 -1.484 -4.022
O 3.334 -2.105 -1.046 1.062 -1.482 -0.441
N 3.114 0.060 -1.196 0.855 3.375 -1.958
H 3.039 2.208 1.444 -0.276 2.126 1.564
H 4.292 0.232 2.388 0.433 -0.165 0.816
H 4.547 -1.902 0.805 -0.713 1.779 1.014
H 3.166 -0.011 -2.339 -0.714 0.355 4.194
C -3.038 1.130 0.449 -1.775 -0.781 -3.614
C -2.483 -0.215 -0.017 4.704 3.781 0.476
C -3.420 -1.261 -0.197 -3.240 1.108 -0.973
C -1.431 -0.451 1.024 5.248 -0.727 1.635
C -1.866 0.110 -1.456 -1.542 1.703 0.974
H -3.977 1.120 -0.238 1.338 1.588 1.039
H -3.411 0.934 1.364 -1.297 -0.019 3.417
H -2.343 1.984 0.462 -0.493 -0.407 -0.454
H -2.914 -1.917 -0.851 -0.435 -1.519 -0.593
H -3.749 -1.653 0.726 -0.437 -0.873 0.899
H -4.294 -0.673 -0.663 0.686 -1.817 0.064
H -0.851 -1.479 1.079 -1.165 1.696 -0.817
H -1.534 -0.287 2.148 -1.195 -0.020 -1.390
H -0.599 0.355 0.810 -1.190 -1.633 0.350
H -0.885 0.679 -1.532 -1.381 -0.324 0.614
H -1.659 -0.856 -1.944 -0.707 0.615 -0.594
H -2.830 0.861 -1.721 2.942 -2.358 -1.038
```
Forces are in eV/Å.

Properties
- HOMO (eV) = -9.432
- energy above the lowest of the compared OMol25 structures with the same formula, charge and spin (kJ/mol) = 524.9
- structure (SMILES) = O=c1cc[nH]c(=O)[nH]1.CC(C)(C)C
- E_LUMO (eV) = -0.514
- E_tot (a.u.) = -612.38582
- total charge = 0
- gap between HOMO and LUMO (hartree) = 0.3277

The following is a quantum chemistry calculation of a 3-piece molecular cluster, C2H9NO4 overall, from OMol25.

XYZ file:
```
16
Properties=species:S:1:pos:R:3:forces:R:3
N -0.620 -1.639 0.300 -0.117 0.033 -0.534
C -1.283 -0.660 -0.548 -0.130 0.398 -0.221
C -0.333 0.334 -1.229 -1.940 0.162 0.063
O 0.340 1.130 -0.632 1.030 -0.014 0.009
O -0.516 0.365 -2.560 0.438 -0.532 0.088
H -0.352 -2.387 -0.328 0.437 -0.177 0.387
H 0.204 -1.205 0.696 0.144 -0.213 0.199
H -1.997 -0.078 0.053 0.227 0.035 -0.217
H -1.834 -1.166 -1.339 -0.097 -0.025 0.163
H 0.205 0.879 -2.960 -0.048 0.163 -0.298
O -0.202 -0.106 5.185 -0.167 0.044 -0.376
H -0.147 0.588 5.839 0.010 0.282 0.229
H 0.215 -0.861 5.593 0.158 -0.325 0.144
O 2.097 1.792 -3.050 -0.456 0.090 -0.495
H 2.713 1.150 -2.720 0.772 -0.535 0.000
H 1.510 1.864 -2.300 -0.262 0.615 0.857
```
Forces are in eV/Å.

Properties
- HOMO (eV) = -9.817
- energy above the lowest of the compared OMol25 structures with the same formula, charge and spin (kJ/mol) = 57.8
- structure (SMILES) = NCC(=O)O.O.O
- E_LUMO (eV) = 0.638
- E_tot (a.u.) = -437.32541
- total charge = 0
- gap between HOMO and LUMO (hartree) = 0.3842

The following is a quantum chemistry calculation of a 8-piece molecular cluster, C20H32F3NO26S4 overall, from OMol25.

XYZ file:
```
86
Properties=species:S:1:pos:R:3:forces:R:3
O 2.242 -2.476 1.298 -0.011 -0.208 -0.369
C 2.826 -3.450 0.945 -0.159 -0.584 1.219
O 3.749 -3.527 -0.012 0.814 0.524 -0.685
C 4.462 -4.756 0.100 -0.749 -0.891 1.072
C 3.371 -5.613 0.766 1.494 -0.447 -1.060
F 3.959 -6.570 1.550 -0.610 0.419 -0.156
O 2.683 -4.681 1.532 -0.629 0.385 0.068
H 4.789 -5.165 -0.849 -0.040 0.390 -0.170
H 5.271 -4.691 0.830 0.196 0.324 -0.276
H 2.760 -6.068 -0.021 -0.387 -0.260 0.641
O -6.013 -5.117 2.799 0.089 -0.542 0.152
C -5.109 -4.360 2.789 -0.594 1.150 -0.391
O -5.149 -3.171 2.116 -0.529 0.451 -0.097
C -3.851 -2.625 2.121 1.211 -0.235 0.243
C -3.237 -3.225 3.365 0.314 -0.948 -1.156
F -3.451 -2.520 4.498 -0.154 0.071 0.078
O -3.930 -4.465 3.418 0.642 -0.217 0.886
H -3.320 -3.053 1.267 0.151 0.231 0.000
H -3.671 -1.553 2.151 -1.113 0.132 -0.193
H -2.173 -3.409 3.215 -0.050 -0.102 0.454
O -1.065 2.736 0.253 -0.022 0.484 -0.114
C -0.625 1.735 0.695 -0.245 -0.109 1.154
O -0.083 1.572 1.927 0.544 0.453 -0.521
C 0.544 0.298 1.955 -0.144 -0.974 0.190
C -0.330 -0.492 0.986 0.489 0.765 0.254
F -1.485 -0.963 1.564 -0.018 -0.061 0.060
O -0.683 0.534 0.084 -0.213 -0.920 -0.829
H 1.562 0.270 1.557 -0.016 0.525 -0.060
H 0.609 -0.056 2.980 -0.360 -0.082 -0.020
H 0.137 -1.303 0.445 0.104 0.042 0.113
O 1.085 2.937 -1.935 -1.222 0.093 -0.992
S -0.027 3.393 -2.729 0.128 0.304 -0.371
O -0.441 4.762 -2.617 -0.042 -1.465 -0.051
O 0.189 3.086 -4.337 0.762 -0.070 1.420
C -0.501 1.903 -4.714 -1.409 -0.091 -0.678
C -0.996 1.239 -3.441 0.429 0.105 0.153
O -1.297 2.363 -2.616 0.743 1.072 0.524
H -1.376 2.267 -5.261 -0.076 -0.144 -0.047
H 0.016 1.232 -5.398 0.720 0.245 0.322
H -0.234 0.632 -2.944 0.049 -0.044 -0.097
H -1.919 0.680 -3.568 0.010 0.027 -0.103
O -2.499 8.301 1.891 -0.276 0.154 -0.155
S -3.133 7.046 2.017 -0.683 -1.320 -0.161
O -3.420 6.495 3.308 0.121 0.286 -0.804
O -4.495 6.956 1.107 0.668 1.161 0.566
C -4.656 5.644 0.640 0.401 -1.387 -0.165
C -3.226 5.033 0.547 -0.266 -0.778 -0.126
O -2.348 5.992 1.112 0.304 0.508 0.433
H -5.266 5.055 1.328 -0.003 0.165 0.076
H -5.124 5.614 -0.342 -0.085 0.504 0.069
H -2.889 4.805 -0.464 -0.013 0.503 -0.088
H -3.138 4.078 1.066 -0.099 0.216 0.342
O -1.101 -4.286 0.895 0.212 -0.142 -0.132
S -0.674 -4.280 -0.455 -0.765 0.713 -1.698
O 0.484 -5.001 -0.887 -0.419 0.479 0.472
O -1.913 -4.646 -1.414 -0.443 -1.192 0.993
C -2.247 -3.707 -2.396 1.151 1.980 -0.754
C -1.616 -2.382 -1.885 -0.331 0.192 -0.943
O -0.585 -2.765 -1.008 0.945 -0.589 0.979
H -1.773 -3.960 -3.347 -0.044 -0.319 0.095
H -3.298 -3.501 -2.588 -0.235 -0.846 0.578
H -2.326 -1.696 -1.418 0.047 -0.290 0.382
H -1.133 -1.831 -2.695 -0.093 -0.090 -0.030
O 2.034 2.369 4.015 0.142 0.571 0.037
S 1.785 3.780 3.973 0.286 0.493 -0.419
O 0.981 4.396 4.980 0.777 -0.315 -1.069
O 3.203 4.593 3.798 -1.176 -0.305 0.669
C 3.593 4.547 2.442 1.102 -0.659 -1.455
C 2.399 4.002 1.584 0.147 0.755 1.315
O 1.306 4.168 2.496 -0.852 -0.408 0.923
H 3.942 5.501 2.045 -0.457 0.375 0.620
H 4.477 3.907 2.370 -0.248 -0.243 -0.052
H 2.534 2.952 1.335 -0.143 0.068 -0.272
H 2.114 4.662 0.773 0.375 -0.344 -0.380
C 3.941 -2.871 -3.293 -0.403 -0.626 0.515
N 3.544 -1.522 -3.604 0.053 -0.579 -0.396
C 2.917 -0.640 -2.804 0.350 2.179 0.653
C 2.493 -1.054 -1.422 0.374 -1.587 -0.170
O 2.782 0.527 -3.170 -0.355 -0.679 -0.151
H 3.215 -3.342 -2.626 -0.144 0.095 -0.150
H 4.889 -2.967 -2.755 0.194 0.290 -0.269
H 3.962 -3.485 -4.191 0.143 0.126 -0.075
H 3.791 -1.132 -4.500 0.114 -0.009 0.036
H 3.174 -1.815 -1.030 -0.061 0.380 -0.192
H 1.548 -1.601 -1.512 -0.159 0.307 0.215
H 2.463 -0.269 -0.678 -0.254 0.407 -0.431
```
Forces are in eV/Å.

Properties
- HOMO (eV) = -10.072
- energy above the lowest of the compared OMol25 structures with the same formula, charge and spin (kJ/mol) = 43.7
- structure (SMILES) = O=C1OC[C@@H](F)O1.O=C1OC[C@@H](F)O1.O=C1OC[C@@H](F)O1.O=S1(=O)OCCO1.O=S1(=O)OCCO1.O=S1(=O)OCCO1.O=S1(=O)OCCO1.CNC(C)=O
- E_LUMO (eV) = -0.435
- E_tot (a.u.) = -4684.57125
- total charge = 0
- gap between HOMO and LUMO (hartree) = 0.3541

The following is a quantum chemistry calculation of C17H22BrClMnN5O2 as an isolated structure, from OMol25.

XYZ file:
```
49
Properties=species:S:1:pos:R:3:forces:R:3
Mn 0.296 -0.108 0.418 -0.519 0.916 -0.107
N 0.242 2.273 -1.058 -0.039 0.046 0.038
C 1.309 3.251 -0.914 -0.033 -0.116 -0.004
C 2.607 2.676 -1.459 0.012 -0.069 -0.022
C 3.232 1.576 -0.609 -0.143 0.000 0.134
N 2.456 0.328 -0.593 -0.077 -0.150 0.008
H -0.049 2.180 -2.022 -0.021 -0.041 -0.035
H -0.575 2.522 -0.513 -0.066 0.010 0.109
H 1.431 3.478 0.148 -0.070 -0.027 0.003
H 1.095 4.202 -1.422 0.010 0.043 0.015
H 3.345 3.478 -1.560 0.004 -0.006 -0.014
H 2.419 2.289 -2.470 0.076 0.031 0.002
H 3.303 1.922 0.426 0.022 0.030 0.008
H 4.254 1.411 -0.966 0.049 -0.082 0.005
H 2.968 -0.402 -0.107 0.098 -0.045 0.027
H 2.347 -0.033 -1.535 -0.029 0.054 -0.084
Br -1.960 -1.539 1.990 -0.017 0.022 -0.011
C -3.225 -1.278 0.585 0.144 0.007 0.061
C -4.516 -1.599 0.878 -0.108 -0.013 -0.010
C -5.495 -1.526 -0.135 -0.021 -0.002 0.013
C -5.132 -1.185 -1.403 0.036 0.005 -0.023
C -3.785 -0.869 -1.718 0.064 -0.005 0.110
C -3.410 -0.594 -3.054 -0.012 -0.002 -0.001
C -2.102 -0.337 -3.345 0.025 0.023 -0.001
C -1.145 -0.264 -2.307 -0.055 0.068 -0.054
C -1.427 -0.459 -0.968 0.027 -0.037 -0.034
C -2.779 -0.848 -0.699 -0.126 -0.007 -0.077
H -4.780 -1.923 1.876 0.003 0.008 -0.036
H -6.525 -1.769 0.099 0.006 0.000 0.006
H -5.867 -1.164 -2.201 0.013 0.003 0.013
H -4.169 -0.615 -3.829 0.015 -0.008 0.020
H -1.802 -0.166 -4.375 0.016 -0.009 0.037
H -0.123 -0.030 -2.605 -0.027 0.017 -0.007
Cl -1.368 2.773 1.840 0.015 -0.027 -0.121
C -0.102 1.442 2.012 0.421 -0.168 -0.079
H -0.364 0.973 2.962 -0.042 -0.006 0.046
H 0.831 1.995 2.197 -0.073 0.102 0.070
N 2.245 -2.102 2.160 -0.017 0.211 0.166
C 3.003 -2.536 3.176 0.011 0.004 -0.027
C 3.072 -1.506 4.093 0.004 0.015 -0.020
C 2.308 -0.476 3.517 -0.066 0.086 0.053
N 1.809 -0.849 2.345 0.163 -0.294 0.020
H 1.966 -2.522 1.273 0.032 -0.124 -0.119
H 3.437 -3.523 3.177 -0.042 0.049 -0.024
H 3.597 -1.501 5.033 -0.032 0.004 -0.039
H 2.091 0.509 3.904 -0.009 -0.055 -0.045
O 2.706 -2.755 -0.915 0.460 0.010 0.224
N 1.509 -2.648 -1.139 -0.517 0.017 -0.323
O 0.819 -2.151 -0.189 0.434 -0.487 0.127
```
Forces are in eV/Å.

Properties
- HOMO (alpha / beta) (eV) = -3.498 / -4.657
- 2S+1 = 6
- energy above the lowest of the compared OMol25 structures with the same formula, charge and spin (kJ/mol) = 0.0
- ⟨S²⟩ = 8.7564
- E_LUMO (alpha / beta) (eV) = 2.961 / 2.957
- E_tot (a.u.) = -5270.43966
- total charge = -1
- gap between HOMO and LUMO (alpha / beta) (hartree) = 0.2373 / 0.2798

What is the total charge in the first record? 0

What is the total charge in the second record? 0

Please write out number 4 again, unchanged.
The following is a quantum chemistry calculation of a 3-piece molecular cluster, C2H9NO4 overall, from OMol25.

XYZ file:
```
16
Properties=species:S:1:pos:R:3:forces:R:3
N -0.620 -1.639 0.300 -0.117 0.033 -0.534
C -1.283 -0.660 -0.548 -0.130 0.398 -0.221
C -0.333 0.334 -1.229 -1.940 0.162 0.063
O 0.340 1.130 -0.632 1.030 -0.014 0.009
O -0.516 0.365 -2.560 0.438 -0.532 0.088
H -0.352 -2.387 -0.328 0.437 -0.177 0.387
H 0.204 -1.205 0.696 0.144 -0.213 0.199
H -1.997 -0.078 0.053 0.227 0.035 -0.217
H -1.834 -1.166 -1.339 -0.097 -0.025 0.163
H 0.205 0.879 -2.960 -0.048 0.163 -0.298
O -0.202 -0.106 5.185 -0.167 0.044 -0.376
H -0.147 0.588 5.839 0.010 0.282 0.229
H 0.215 -0.861 5.593 0.158 -0.325 0.144
O 2.097 1.792 -3.050 -0.456 0.090 -0.495
H 2.713 1.150 -2.720 0.772 -0.535 0.000
H 1.510 1.864 -2.300 -0.262 0.615 0.857
```
Forces are in eV/Å.

Properties
- HOMO (eV) = -9.817
- energy above the lowest of the compared OMol25 structures with the same formula, charge and spin (kJ/mol) = 57.8
- structure (SMILES) = NCC(=O)O.O.O
- E_LUMO (eV) = 0.638
- E_tot (a.u.) = -437.32541
- total charge = 0
- gap between HOMO and LUMO (hartree) = 0.3842